# 1
{"formula": "C25H28ClGaN2O4S3", "method": "wB97M-V/def2-TZVPD", "total_charge": 2, "multiplicity": 1, "gap_ev": 6.72, "relative_energy_kj_mol": 114.0, "symbols": ["Ga", "Cl", "S", "S", "S", "O", "O", "O", "O", "N", "N", "C", "C", "C", "C", "C", "C", "C", "C", "C", "C", "C", "C", "C", "C", "C", "C", "C", "C", "C", "C", "C", "C", "C", "C", "C", "H", "H", "H", "H", "H", "H", "H", "H", "H", "H", "H", "H", "H", "H", "H", "H", "H", "H", "H", "H", "H", "H", "H", "H", "H", "H", "H", "H"], "coordinates": [[-0.232, 0.165, -0.322], [-1.242, -5.486, 5.584], [0.511, -3.799, -2.202], [2.918, -3.694, 0.903], [1.577, -1.372, -0.717], [0.434, 6.925, -0.679], [-0.020, -0.245, 1.583], [-5.169, 4.918, -0.654], [-1.246, -1.442, 0.250], [0.497, 2.031, -0.587], [-1.952, 1.135, -0.690], [3.033, -0.919, 0.266], [-3.160, 0.558, -0.766], [-1.846, 2.475, -0.673], [1.705, -2.806, -3.126], [-0.227, -2.162, 3.674], [-0.882, -2.316, 2.451], [-0.730, -1.312, 1.416], [3.861, -2.185, 0.551], [-1.769, -4.430, 3.170], [1.601, 6.149, -0.620], [-1.653, -3.454, 2.203], [1.789, 2.385, -0.586], [-0.126, 4.323, -0.631], [-0.454, 2.983, -0.622], [-2.961, 3.283, -0.712], [2.184, 3.701, -0.602], [-0.336, -3.139, 4.641], [-5.455, 3.563, -0.887], [2.919, -4.520, -0.732], [1.212, 4.700, -0.616], [1.566, -4.975, -1.273], [2.242, -1.542, -2.412], [-4.311, 1.310, -0.831], [-1.106, -4.268, 4.384], [-4.223, 2.699, -0.795], [3.535, -5.410, -0.612], [2.263, 6.326, -1.476], [-5.843, 3.468, -1.907], [3.238, 3.947, -0.605], [1.735, -5.823, -1.936], [-2.890, 4.360, -0.682], [-5.502, 5.188, 0.207], [3.446, -3.876, -1.435], [4.549, -2.391, -0.268], [-0.882, 5.092, -0.657], [0.661, 7.861, -0.689], [-2.152, -3.569, 1.250], [0.166, -3.037, 5.593], [2.508, 1.580, -0.579], [4.471, -2.000, 1.435], [3.638, -0.174, -0.249], [3.324, -1.585, -2.288], [-2.365, -5.316, 2.998], [-6.228, 3.173, -0.220], [0.364, -1.275, 3.858], [0.924, -5.318, -0.461], [1.182, -2.515, -4.034], [2.535, -3.442, -3.429], [2.183, 6.346, 0.290], [2.010, -0.639, -2.971], [-3.180, -0.522, -0.765], [2.634, -0.498, 1.189], [-5.270, 0.814, -0.902]], "nbo_charge": [1.77, 0.08, 0.23, 0.23, 0.31, -0.71, -0.78, -0.70, -0.76, -0.61, -0.63, -0.54, 0.10, 0.27, -0.58, -0.14, -0.16, 0.78, -0.56, -0.24, -0.11, -0.13, 0.09, -0.21, 0.20, -0.23, -0.22, -0.23, -0.11, -0.54, 0.11, -0.53, -0.53, -0.22, 0.01, 0.09, 0.25, 0.21, 0.22, 0.25, 0.24, 0.27, 0.49, 0.21, 0.23, 0.27, 0.50, 0.24, 0.25, 0.22, 0.26, 0.23, 0.24, 0.25, 0.21, 0.24, 0.25, 0.26, 0.25, 0.21, 0.24, 0.25, 0.26, 0.25]}

# 2
{"formula": "C25H28CrF4N2O3S", "method": "wB97M-V/def2-TZVPD", "multiplicity": 5, "gap_ev": [7.43, 7.87], "relative_energy_kj_mol": 0.0, "symbols": ["Cr", "S", "F", "F", "F", "F", "O", "O", "O", "N", "N", "C", "C", "C", "C", "C", "C", "C", "C", "C", "C", "C", "C", "C", "C", "C", "C", "C", "C", "C", "C", "C", "C", "C", "C", "C", "H", "H", "H", "H", "H", "H", "H", "H", "H", "H", "H", "H", "H", "H", "H", "H", "H", "H", "H", "H", "H", "H", "H", "H", "H", "H", "H", "H"], "coordinates": [[0.277, -0.959, -0.301], [-2.211, 0.894, 0.341], [-4.107, -2.250, -3.706], [-1.730, -2.593, -2.288], [-2.401, 1.825, -5.523], [-0.566, 1.943, -3.573], [-0.927, 0.200, 0.733], [-3.298, 0.053, 0.680], [-2.160, 1.421, -1.011], [2.522, -0.617, -0.627], [0.158, -0.571, -2.249], [-1.963, 4.675, 1.671], [-2.460, 2.174, 2.757], [-2.123, 3.590, 0.814], [-3.239, -0.216, -4.699], [3.395, -1.521, 0.198], [0.342, -2.396, 2.300], [1.236, -4.682, 2.136], [2.598, -0.837, -2.115], [2.190, 1.390, 0.927], [-0.674, -2.736, 1.387], [-0.623, -3.979, 0.773], [-3.111, -1.325, -3.815], [1.422, -0.095, -2.840], [-1.889, 4.506, 3.068], [3.369, -2.955, -0.387], [-2.188, 3.238, 3.600], [-2.344, 2.339, 1.383], [-1.268, 0.790, -3.704], [-1.986, -1.440, -2.994], [-1.005, -0.377, -2.952], [-2.313, 0.803, -4.632], [1.298, -3.355, 2.677], [-1.408, 5.630, 3.915], [0.261, -4.989, 1.193], [2.833, 0.824, -0.386], [1.503, 0.998, -2.768], [2.569, -1.932, -2.299], [-1.831, 5.689, 1.271], [3.582, -0.381, -2.422], [1.846, -5.515, 2.526], [0.274, -5.940, 0.722], [3.028, -1.489, 1.208], [-2.210, 6.374, 4.103], [-2.128, 3.125, 4.692], [-2.028, 3.633, -0.244], [-2.758, 1.232, 3.117], [3.908, 0.999, -0.511], [1.989, 0.581, 1.700], [1.236, 1.936, 0.787], [4.358, -1.093, 0.149], [2.935, 2.047, 1.358], [-0.549, 6.172, 3.426], [-1.372, -4.252, 0.035], [4.076, -3.089, -1.228], [2.053, -3.052, 3.426], [1.482, -0.418, -3.914], [-4.034, -0.154, -5.389], [-1.093, 5.281, 4.879], [2.334, 1.381, -1.210], [3.715, -3.682, 0.396], [0.373, -1.474, 2.873], [-1.529, -2.096, 1.337], [2.365, -3.283, -0.773]], "mulliken_spin": [3.81, 0.05, 0.00, 0.00, 0.00, 0.00, 0.02, 0.00, 0.01, -0.06, 0.01, 0.00, 0.00, 0.00, -0.01, 0.01, -0.08, 0.00, 0.01, 0.05, 0.17, -0.05, 0.01, 0.07, 0.00, 0.05, 0.00, 0.00, -0.02, -0.06, 0.03, 0.00, 0.01, 0.00, 0.02, 0.02, -0.02, -0.01, 0.00, 0.00, 0.00, 0.00, -0.01, 0.00, 0.00, 0.00, 0.00, 0.00, 0.00, 0.00, 0.01, 0.00, 0.00, 0.00, 0.00, 0.00, 0.00, 0.00, 0.00, -0.02, 0.00, 0.00, -0.02, -0.01]}

# 3
{"formula": "C25H28F8NO27S2", "method": "wB97M-V/def2-TZVPD", "total_charge": -1, "multiplicity": 1, "gap_ev": 8.06, "symbols": ["S", "S", "F", "F", "F", "F", "F", "F", "F", "F", "O", "O", "O", "O", "O", "O", "O", "O", "O", "O", "O", "O", "O", "O", "O", "O", "O", "O", "O", "O", "O", "O", "O", "O", "O", "O", "O", "N", "C", "C", "C", "C", "C", "C", "C", "C", "C", "C", "C", "C", "C", "C", "C", "C", "C", "C", "C", "C", "C", "C", "C", "C", "C", "H", "H", "H", "H", "H", "H", "H", "H", "H", "H", "H", "H", "H", "H", "H", "H", "H", "H", "H", "H", "H", "H", "H", "H", "H", "H", "H", "H"], "coordinates": [[0.788, 1.953, -1.007], [-1.534, 0.350, -0.631], [5.596, 0.540, 3.628], [-9.175, -2.809, -0.704], [4.012, 2.371, -3.837], [-3.392, 2.490, -2.427], [3.189, 0.753, 5.071], [-0.992, 0.383, 6.249], [-2.003, -5.619, -4.164], [-0.569, 5.190, -4.059], [1.661, 2.751, -0.029], [-0.219, 3.241, -8.023], [-0.330, 4.600, -6.213], [-7.602, -1.457, 0.164], [4.666, 1.614, -1.827], [1.709, -0.539, -0.147], [0.803, -2.771, 3.834], [-1.352, -0.131, -2.062], [-4.318, -3.570, -2.693], [-1.260, -0.743, 0.406], [8.295, 0.731, 5.728], [-5.796, -2.288, -0.903], [0.721, 2.749, -2.314], [-3.914, -5.768, -2.991], [-3.157, -0.819, 3.883], [2.379, -1.596, 2.713], [-3.985, 1.125, 3.074], [6.078, 1.104, -0.132], [-3.901, 3.150, -0.238], [-2.561, 1.139, 4.834], [-5.614, -5.107, -1.645], [-5.525, -0.733, 0.712], [-1.205, 2.524, -6.114], [6.704, 2.577, -1.734], [1.933, -1.100, 4.868], [7.654, -0.723, 7.341], [6.246, -0.210, 5.644], [-0.753, 1.826, -0.262], [7.698, 1.125, 4.500], [1.553, -1.937, -0.533], [7.421, -0.125, 6.330], [-6.243, -1.430, 0.055], [-3.128, -3.680, -3.460], [6.245, 0.895, 4.763], [-1.295, 3.086, -4.809], [-2.212, 0.107, 5.730], [3.125, -0.437, 3.045], [5.838, 1.707, -1.140], [1.672, 0.346, -1.284], [3.164, -0.494, 4.537], [-1.178, 4.550, -5.083], [-3.229, -5.066, -4.009], [1.628, -1.901, 3.806], [-4.697, -4.839, -2.375], [4.653, 2.725, -2.700], [-6.924, -3.019, -1.355], [-8.057, -2.105, -1.008], [-2.163, -1.104, 4.855], [-3.297, 0.537, 3.856], [-0.552, 3.436, -6.886], [-3.384, 0.712, -0.463], [6.105, 2.973, -2.959], [-3.575, 2.211, -1.012], [2.775, 0.624, -1.516], [-1.197, -1.228, 4.358], [7.920, 2.169, 4.273], [8.085, 0.499, 3.691], [-2.261, -3.546, -2.806], [-0.477, 2.703, -4.192], [4.131, 3.560, -2.224], [-2.242, 2.826, -4.334], [3.988, -1.088, 4.942], [6.315, 4.021, -3.179], [-3.095, -2.922, -4.244], [-6.862, -3.214, -2.425], [-3.684, 0.644, 0.645], [-3.790, -5.139, -4.946], [4.119, -0.473, 2.603], [2.605, 0.449, 2.669], [0.884, -2.082, -1.472], [-6.974, -3.969, -0.827], [-2.953, 0.051, 6.534], [5.733, 1.739, 5.233], [0.956, -2.439, 0.327], [1.252, -0.113, -2.244], [-2.128, 5.042, -5.314], [-3.922, -0.059, -1.119], [2.563, -2.480, -0.679], [-2.398, -2.020, 5.399], [-8.285, -1.359, -1.775], [6.499, 2.357, -3.773]], "mulliken_charge": [1.10, 0.97, -0.22, -0.32, -0.30, -0.27, -0.34, -0.26, -0.30, -0.23, -0.73, -0.57, -0.32, -0.33, -0.22, 0.04, -0.57, -0.66, -0.17, -0.56, -0.32, -0.10, -0.70, -0.34, -0.27, -0.23, -0.53, -0.53, -0.52, -0.30, -0.52, -0.44, -0.33, -0.33, -0.27, -0.53, -0.21, -0.46, -0.39, -0.56, 0.52, 0.47, -0.41, 0.25, 0.38, 0.27, -0.33, 0.54, -0.62, 0.39, 0.36, 0.37, 0.55, 0.60, 0.30, -0.56, 0.35, 0.01, 0.62, 0.63, 0.12, -0.44, 0.47, 0.33, -0.09, 0.30, 0.28, 0.23, -0.04, 0.32, -0.01, 0.39, 0.28, 0.27, 0.22, 0.05, 0.27, 0.27, 0.22, 0.20, 0.40, 0.19, 0.28, 0.14, 0.36, 0.23, 0.09, 0.25, 0.32, 0.29, 0.26]}